[1]
41
Properties=species:S:1:pos:R:3:mulliken_charge:R:1 method="wB97M-V/def2-TZVPD" lumo_energy_ev=0.1 smiles="Cc1cc(C(=O)NCCCN(C)C)c2ccccc2n1" homo_ev=-8.43 total_charge=0 homo_lumo_gap_ha=0.315 relative_energy_kcal_mol=12.2
C -1.364 4.137 -2.419 -1.31
C -0.427 3.024 -2.068 0.44
C -0.516 2.398 -0.805 -0.56
C 0.355 1.387 -0.482 0.95
C 0.290 0.738 0.867 0.22
O 1.254 0.588 1.589 -0.63
N -0.964 0.361 1.217 -0.14
C -1.250 -0.333 2.452 -1.00
C -1.556 -1.812 2.220 0.17
C -1.843 -2.523 3.553 -1.14
N -2.125 -3.941 3.486 0.06
C -1.008 -4.747 3.046 -0.95
C -3.340 -4.272 2.775 -0.96
C 1.333 0.998 -1.435 0.61
C 2.281 -0.020 -1.218 -0.74
C 3.183 -0.343 -2.195 -0.70
C 3.173 0.328 -3.428 -0.47
C 2.264 1.320 -3.671 -0.46
C 1.325 1.681 -2.683 -0.05
N 0.452 2.668 -2.965 -0.64
H -2.397 3.797 -2.357 0.32
H -1.157 4.481 -3.428 0.35
H -1.238 4.965 -1.724 0.34
H -1.257 2.740 -0.096 0.56
H -1.707 0.435 0.540 0.31
H -0.360 -0.227 3.078 0.36
H -2.095 0.153 2.950 0.35
H -2.421 -1.904 1.558 0.25
H -0.698 -2.277 1.730 0.19
H -2.703 -2.044 4.032 0.33
H -0.980 -2.395 4.213 0.32
H -1.231 -5.793 3.255 0.34
H -0.119 -4.464 3.606 0.29
H -0.795 -4.652 1.970 0.34
H -3.259 -4.148 1.684 0.33
H -3.588 -5.313 2.979 0.34
H -4.152 -3.645 3.141 0.30
H 2.297 -0.525 -0.265 0.44
H 3.912 -1.120 -2.021 0.39
H 3.894 0.054 -4.184 0.38
H 2.238 1.851 -4.609 0.46

---

[2]
18
Properties=species:S:1:pos:R:3:mulliken_charge:R:1 method="wB97M-V/def2-TZVPD" lumo_energy_ev=0.2 smiles="Cn1c(=S)[nH]c2cccnc21" homo_ev=-7.98 total_charge=0 homo_lumo_gap_ha=0.299 relative_energy_kcal_mol=76.7
C 1.781 2.010 0.078 -0.84
N 1.224 0.668 -0.273 0.06
C 1.919 -0.628 -0.100 -0.14
S 3.613 -0.719 -0.018 -0.35
N 1.005 -1.607 -0.155 -0.08
C -0.334 -1.036 -0.046 0.37
C -1.637 -1.686 0.091 -0.34
C -2.642 -0.805 -0.143 -0.46
C -2.412 0.635 -0.014 -0.30
N -1.215 1.270 0.016 -0.52
C -0.174 0.411 -0.122 0.40
H 1.152 2.911 -0.549 0.27
H 2.795 1.850 -0.397 0.38
H 2.034 2.240 1.335 0.23
H 1.292 -2.649 0.083 0.34
H -1.587 -2.890 0.459 0.21
H -3.643 -1.298 -0.013 0.32
H -3.172 1.322 -0.233 0.43

---

[3]
88
Properties=species:S:1:pos:R:3:mulliken_charge:R:1 method="wB97M-V/def2-TZVPD" lumo_energy_ev=-0.3 homo_ev=-4.29 total_charge=0 homo_lumo_gap_ha=0.147 relative_energy_kcal_mol=0.0
Ca 0.218 1.250 1.823 0.93
C -1.468 0.760 -4.260 -0.32
C -1.487 -0.547 -3.992 -0.17
C -0.711 -1.623 -4.722 -0.77
C 0.705 -1.257 -5.218 -1.17
C 1.542 -0.413 -4.315 0.00
C 1.546 0.924 -4.283 -0.43
C 0.708 1.832 -5.126 -1.11
C -0.738 1.373 -5.412 -0.96
C 1.668 0.424 3.706 -1.56
H -2.069 1.448 -3.659 0.43
H -2.183 -0.936 -3.231 0.50
H -1.264 -1.971 -5.610 0.40
H -0.661 -2.494 -4.042 0.25
H 1.248 -2.201 -5.388 0.42
H 0.616 -0.733 -6.176 0.31
H 2.287 -0.972 -3.740 0.82
H 2.287 1.484 -3.714 0.50
H 1.209 2.000 -6.101 0.34
H 0.703 2.808 -4.600 0.35
H -1.283 2.262 -5.766 0.48
H -0.698 0.639 -6.226 0.29
H 1.714 1.288 4.409 0.27
H 2.712 0.242 3.399 0.39
H 1.394 -0.462 4.337 0.16
P -1.238 -0.795 0.416 0.88
P 2.192 -0.125 0.259 0.77
C -0.167 -0.993 -0.975 0.65
C 1.200 -0.820 -1.022 -0.76
C -2.193 -2.331 0.569 -0.34
C -2.595 -3.155 -0.498 0.07
C -3.345 -4.305 -0.236 -0.61
C -3.677 -4.641 1.077 -0.54
C -3.278 -3.826 2.145 -0.57
C -2.537 -2.678 1.896 -0.25
C -2.439 0.574 0.034 1.05
C -1.969 1.912 0.072 -0.30
C -2.871 2.974 0.087 -0.91
C -4.248 2.733 -0.012 -0.64
C -4.724 1.419 -0.106 -0.62
C -3.822 0.350 -0.079 -0.66
C 3.637 -1.163 0.532 0.21
C 3.413 -2.412 1.151 -0.62
C 4.495 -3.175 1.573 -0.56
C 5.799 -2.704 1.360 -0.46
C 6.021 -1.463 0.764 -0.60
C 4.946 -0.683 0.350 -0.39
C 2.696 1.586 -0.078 0.76
C 2.810 2.465 1.026 -0.71
C 3.199 3.784 0.820 -0.75
C 3.470 4.244 -0.469 -0.62
C 3.327 3.392 -1.572 -0.32
C 2.960 2.063 -1.365 -0.77
H -0.707 -1.262 -1.890 -0.60
H 1.800 -1.140 -1.885 0.48
H -2.349 -2.892 -1.525 0.19
H -3.669 -4.940 -1.065 0.41
H -4.246 -5.537 1.284 0.38
H -3.535 -4.071 3.176 0.42
H -2.231 -2.020 2.712 0.08
H -0.886 2.165 0.044 0.52
H -2.493 4.001 0.185 0.42
H -4.946 3.569 -0.025 0.38
H -5.803 1.233 -0.181 0.38
H -4.206 -0.665 -0.112 0.43
H 2.390 -2.746 1.330 0.41
H 4.312 -4.119 2.088 0.37
H 6.640 -3.302 1.698 0.37
H 7.038 -1.079 0.648 0.37
H 5.097 0.298 -0.086 0.40
H 2.697 2.072 2.046 0.46
H 3.303 4.442 1.686 0.44
H 3.805 5.266 -0.618 0.37
H 3.512 3.762 -2.585 0.43
H 2.894 1.362 -2.191 0.51
C -3.370 0.692 3.816 -0.99
Si -1.601 0.521 4.466 0.38
C -1.240 2.077 5.457 -1.11
C -1.642 -0.882 5.733 -1.18
H -3.413 1.450 3.022 0.01
H -4.031 0.991 4.645 0.52
H -3.713 -0.263 3.401 0.26
H -1.976 2.159 6.264 0.40
H -0.231 2.025 5.879 0.26
H -1.316 2.956 4.808 0.20
H -2.358 -0.639 6.537 0.32
H -1.944 -1.823 5.252 0.26
H -0.641 -1.013 6.171 0.29

---

[4]
32
Properties=species:S:1:pos:R:3:mulliken_charge:R:1 method="wB97M-V/def2-TZVPD" lumo_energy_ev=-1.1 homo_ev=-9.58 total_charge=0 homo_lumo_gap_ha=0.312
O 27.073 -14.417 25.372 -0.52
V 28.156 -14.867 24.250 1.01
O 28.582 -16.317 24.464 -0.63
B 28.126 -13.497 22.356 0.62
H 27.659 -13.097 23.242 -0.13
H 28.963 -14.134 22.595 -0.03
H 27.382 -14.055 21.809 -0.37
H 28.472 -12.658 21.770 -0.11
C 30.209 -12.778 25.085 -0.75
O 29.576 -13.795 25.725 -0.32
H 30.861 -12.158 25.700 0.43
H 30.701 -13.143 24.183 0.27
H 29.492 -12.079 24.654 0.25
H 30.048 -13.748 26.559 0.32
C 24.656 -15.493 23.104 -0.96
O 26.091 -15.389 23.107 -0.40
H 24.033 -14.599 23.065 0.35
H 24.221 -16.065 22.284 0.35
H 24.176 -15.952 23.967 0.33
H 26.204 -15.541 22.166 0.27
C 26.301 -12.268 27.494 -0.97
C 24.991 -12.993 27.759 0.19
C 24.349 -13.602 26.524 -0.89
O 25.161 -14.157 28.612 -0.59
H 26.376 -11.450 28.211 0.34
H 26.154 -11.636 26.618 0.31
H 27.163 -12.927 27.390 0.15
H 24.222 -12.365 28.207 0.38
H 23.404 -14.100 26.742 0.40
H 24.938 -14.371 26.025 -0.02
H 24.144 -12.738 25.892 0.35
H 26.014 -14.519 28.360 0.34

---

[5]
13
Properties=species:S:1:pos:R:3:mulliken_charge:R:1 method="wB97M-V/def2-TZVPD" lumo_energy_ev=1.1 smiles=Cc1cn(C)o1 homo_ev=-8.27 total_charge=0 homo_lumo_gap_ha=0.345 relative_energy_kcal_mol=91.4
C -0.733 0.701 2.046 -1.00
C -0.435 0.184 0.694 0.61
C -0.212 -0.990 0.064 -0.53
N -0.237 -0.397 -1.220 -0.05
C 0.973 -0.246 -1.986 -0.68
O -0.495 0.951 -0.445 -0.38
H -0.020 1.483 2.310 0.28
H -0.670 -0.106 2.772 0.28
H -1.732 1.137 2.078 0.29
H -0.242 -2.039 0.282 0.34
H 1.186 -1.225 -2.422 0.32
H 1.827 0.083 -1.383 0.28
H 0.791 0.465 -2.790 0.23

---

[6]
14
Properties=species:S:1:pos:R:3:mulliken_charge:R:1 method="wB97M-V/def2-TZVPD" lumo_energy_ev="-0.5 / -0.5" homo_ev="-8.48 / -8.48" total_charge=0 homo_lumo_gap_ha="0.292 / 0.293" relative_energy_kcal_mol=156.7
C -1.970 0.948 0.065 -0.57
O -0.746 0.641 0.684 -0.50
N 0.140 -1.201 -0.635 0.05
N 0.307 -2.037 0.191 -0.36
H -0.475 -2.433 0.738 0.29
H -2.760 0.291 0.453 0.21
H -2.305 1.969 0.280 0.24
H -1.916 0.793 -1.021 0.26
C 1.624 0.169 -0.515 -0.54
O 2.201 0.036 0.760 -0.41
H 1.824 -0.777 1.136 0.36
H 1.697 1.224 -0.793 0.32
H 2.242 -0.319 -1.274 0.32
H 0.136 0.697 -0.068 0.32

---

[7]
20
Properties=species:S:1:pos:R:3:lowdin_spin:R:1 method="wB97M-V/def2-TZVPD" lumo_energy_ev="-6.3 / -9.5" spin_multiplicity=2 homo_ev="-13.61 / -13.61" total_charge=+1 homo_lumo_gap_ha="0.270 / 0.151" relative_energy_kcal_mol=100.6
C 0.304 1.476 0.964 0.02
C 1.108 1.212 -0.458 0.09
C 0.062 2.171 -2.391 0.13
N 0.085 1.263 -1.522 0.59
H -0.005 0.485 1.354 0.00
H 1.022 1.730 1.744 0.01
H -0.501 2.194 0.666 0.00
H 1.570 0.280 -0.357 0.01
H 1.854 2.008 -0.337 0.02
H 0.758 3.015 -2.389 0.06
H -0.068 1.936 -3.483 0.04
H 0.818 -1.486 2.457 0.00
H -0.237 -2.038 3.257 0.00
O 0.609 -1.538 3.415 0.00
H -0.725 -0.514 -2.079 0.01
H -1.473 -1.708 -2.550 0.00
O -1.056 -0.918 -2.898 0.03
H -1.285 -2.651 0.963 0.00
H -1.773 -3.798 1.861 0.00
O -1.066 -3.119 1.783 0.00

---

[8]
13
Properties=species:S:1:pos:R:3:mulliken_charge:R:1 method="wB97M-V/def2-TZVPD" lumo_energy_ev=0.3 homo_ev=-7.68 total_charge=0 homo_lumo_gap_ha=0.293 relative_energy_kcal_mol=76.8
C 0.795 1.815 0.750 -0.83
C 1.403 -0.147 -0.273 0.58
C -0.236 1.287 -0.046 0.81
C 1.869 -1.509 -0.874 -0.90
C -1.601 1.820 -0.302 -1.12
O 0.165 0.128 -0.658 -0.28
S 2.187 0.883 0.739 0.08
H 2.074 -2.083 0.010 0.31
H 2.770 -1.441 -1.594 0.26
H 0.996 -1.970 -1.327 0.27
H -2.193 1.873 0.570 0.26
H -2.045 1.229 -1.122 0.28
H -1.746 2.884 -0.665 0.27

---

[9]
47
Properties=species:S:1:pos:R:3:mulliken_charge:R:1 method="wB97M-V/def2-TZVPD" lumo_energy_ev=-0.8 smiles="COc1ccc(C=C(C#N)C#N)cc1.C1=C(N2CCCC2)CCC1" homo_ev=-7.11 total_charge=0 homo_lumo_gap_ha=0.234 relative_energy_kcal_mol=101.1
C -6.489 0.266 1.710 -0.80
O -5.947 -0.925 2.221 -0.46
C -4.567 -1.042 2.086 0.94
C -3.960 -2.178 2.632 -0.61
C -2.610 -2.378 2.529 -0.54
C -1.795 -1.437 1.896 0.04
C -0.357 -1.666 1.802 -0.17
C 0.598 -0.729 1.986 0.79
C 1.940 -1.096 1.885 -0.23
N 3.041 -1.463 1.811 -0.53
C 0.253 0.568 2.362 0.00
N -0.103 1.627 2.680 -0.53
C -2.397 -0.295 1.360 -0.41
C -3.753 -0.105 1.443 -0.67
H -7.554 0.276 1.941 0.24
H -6.015 1.129 2.180 0.34
H -6.356 0.291 0.628 0.33
H -4.582 -2.882 3.156 0.43
H -2.152 -3.251 2.962 0.45
H -0.036 -2.671 1.594 0.59
H -1.778 0.442 0.875 0.36
H -4.195 0.774 1.010 0.43
C 0.521 1.217 -1.358 -0.66
C 1.851 1.244 -1.554 0.33
N 2.673 0.107 -1.679 0.35
C 4.120 0.179 -1.995 -0.71
C 4.634 -1.270 -2.089 -0.56
C 3.385 -2.189 -2.048 -0.61
C 2.159 -1.264 -1.914 -0.50
C 2.353 2.663 -1.619 -0.55
C 1.148 3.563 -1.266 -0.85
C -0.057 2.597 -1.265 -0.66
H -0.051 0.315 -1.246 0.59
H 4.252 0.722 -2.936 0.34
H 4.641 0.748 -1.218 0.31
H 5.223 -1.434 -3.001 0.29
H 5.312 -1.502 -1.258 0.26
H 3.318 -2.818 -2.945 0.32
H 3.440 -2.889 -1.205 0.31
H 1.506 -1.564 -1.089 -0.05
H 1.548 -1.260 -2.822 0.41
H 2.748 2.875 -2.621 0.25
H 3.177 2.805 -0.913 0.27
H 1.020 4.397 -1.970 0.29
H 1.282 4.006 -0.271 0.30
H -0.662 2.716 -0.357 0.21
H -0.729 2.782 -2.113 0.35

---

[10]
17
Properties=species:S:1:pos:R:3:mulliken_charge:R:1 method="wB97M-V/def2-TZVPD" lumo_energy_ev=1.0 smiles=CO[C@H]1CO[C@H]1C homo_ev=-9.63 total_charge=0 homo_lumo_gap_ha=0.391 relative_energy_kcal_mol=58.2
C -1.926 1.267 0.681 -0.77
O -1.128 0.213 0.197 -0.38
C 0.246 0.474 0.242 -0.01
C 1.083 -0.291 1.282 -0.48
O 1.928 -0.831 0.257 -0.45
C 1.091 -0.300 -0.789 0.31
C 0.362 -1.372 -1.568 -1.24
H -1.678 1.537 1.718 0.31
H -1.823 2.165 0.053 0.32
H -2.964 0.928 0.643 0.25
H 0.439 1.555 0.233 0.36
H 0.511 -1.070 1.802 0.26
H 1.647 0.304 2.010 0.27
H 1.679 0.337 -1.463 0.30
H -0.313 -0.913 -2.298 0.30
H 1.080 -2.004 -2.101 0.36
H -0.233 -1.998 -0.898 0.29

---

[11]
15
Properties=species:S:1:pos:R:3:mulliken_charge:R:1 method="wB97M-V/def2-TZVPD" lumo_energy_ev=0.7 smiles="C=[S@](C)(=O)NC" homo_ev=-7.86 total_charge=0 homo_lumo_gap_ha=0.314 relative_energy_kcal_mol=99.7
C -0.892 -1.923 0.682 -0.92
S -0.266 -0.384 0.800 1.10
C 1.621 -0.090 0.797 -0.97
O -0.628 0.443 1.867 -0.63
N -0.523 0.208 -0.701 -0.29
C -0.494 1.505 -1.365 -0.79
H -1.395 -2.262 1.571 0.25
H -0.893 -2.362 -0.329 0.23
H 2.093 -0.966 0.492 0.29
H 1.768 0.752 0.148 0.35
H 1.818 0.196 1.828 0.31
H -0.848 -0.512 -1.345 0.19
H 0.303 1.519 -2.177 0.27
H -1.566 1.656 -1.644 0.32
H -0.098 2.218 -0.625 0.29

---

[12]
11
Properties=species:S:1:pos:R:3:mulliken_charge:R:1 method="wB97M-V/def2-TZVPD" lumo_energy_ev=-0.3 smiles="O=CC1SC=CS1" homo_ev=-8.40 total_charge=0 homo_lumo_gap_ha=0.296 relative_energy_kcal_mol=85.7
O 2.186 -0.541 1.117 -0.46
C 2.001 -0.333 -0.248 0.22
C 0.475 -0.335 -0.830 -0.29
S 0.001 1.543 -0.521 -0.07
C -1.180 0.910 0.668 -0.17
C -1.526 -0.406 0.865 -0.33
S -0.828 -1.392 -0.589 -0.13
H 2.886 0.057 -1.015 0.26
H 0.495 -0.280 -1.924 0.33
H -2.103 1.535 1.082 0.25
H -2.407 -0.759 1.393 0.38

---

[13]
10
Properties=species:S:1:pos:R:3:mulliken_charge:R:1 method="wB97M-V/def2-TZVPD" lumo_energy_ev=-5.4 homo_ev=-11.86 total_charge=+1 homo_lumo_gap_ha=0.236 relative_energy_kcal_mol=39.0
C 3.752 -0.672 -1.820 0.01
C -2.116 -0.286 0.872 0.53
C -1.937 0.958 1.414 -0.61
N 2.608 -0.729 -1.503 -0.12
O -2.378 -1.180 0.299 0.05
S 1.115 -1.000 -1.211 -0.20
H 4.489 -0.788 -2.545 0.34
H -2.844 1.020 1.992 0.32
H -1.613 1.657 0.517 0.35
H -1.076 1.020 1.985 0.35

---

[14]
89
Properties=species:S:1:pos:R:3:mulliken_charge:R:1 method="wB97M-V/def2-TZVPD" lumo_energy_ev="-7.4 / -7.1" homo_ev="-12.90 / -12.90" total_charge=+2 homo_lumo_gap_ha="0.203 / 0.214" relative_energy_kcal_mol=15.6
Sn 0.347 1.118 -0.799 2.28
Br 2.503 6.011 0.071 -0.05
C 2.110 4.860 1.495 -0.24
C 2.343 5.232 2.808 -0.30
C 2.059 4.365 3.846 -0.02
Br 2.425 4.909 5.618 -0.10
C 1.506 3.077 3.588 0.82
C 1.153 2.152 4.587 -0.84
C 0.606 0.940 4.231 -1.52
C 0.414 0.655 2.875 -0.93
N 0.738 1.504 1.921 0.67
C 1.269 2.692 2.244 -0.20
C 1.552 3.595 1.134 0.38
O 1.291 3.298 -0.050 -0.52
H 2.749 6.210 3.020 0.47
H 1.298 2.408 5.626 0.38
H 0.323 0.221 4.983 0.59
H -0.031 -0.277 2.547 0.92
Br 5.701 0.935 -1.743 -0.08
C 4.476 0.865 -3.160 -0.20
C 4.906 0.795 -4.471 -0.40
C 3.987 0.703 -5.504 0.07
Br 4.627 0.627 -7.273 -0.11
C 2.585 0.645 -5.240 0.53
C 1.603 0.463 -6.230 -0.61
C 0.281 0.374 -5.858 -1.11
C -0.051 0.512 -4.507 -0.26
N 0.848 0.711 -3.565 0.38
C 2.141 0.756 -3.899 0.16
C 3.088 0.888 -2.792 0.44
O 2.729 0.981 -1.607 -0.34
H 5.965 0.811 -4.685 0.47
H 1.890 0.370 -7.267 0.37
H -0.488 0.200 -6.593 0.44
H -1.083 0.444 -4.179 0.49
C -3.545 -0.145 2.015 -1.10
N -2.536 -1.187 2.018 0.91
C -2.704 -2.161 3.079 -0.91
P -1.964 -1.627 0.509 -0.63
O -1.678 -0.439 -0.300 -0.35
O -0.662 -2.469 0.966 0.99
P 0.825 -2.429 0.336 -1.48
O 1.036 -1.372 -0.657 -0.16
N 0.960 -3.944 -0.336 0.46
C 2.096 -4.177 -1.204 -0.96
C 0.405 -5.137 0.265 -0.79
N 1.720 -2.162 1.718 1.07
C 1.619 -3.079 2.835 -0.91
C 2.984 -1.464 1.604 -0.91
N -2.848 -2.747 -0.339 0.56
C -3.198 -4.035 0.219 -0.94
C -3.736 -2.283 -1.385 -0.93
H -3.461 0.432 2.936 0.36
H -4.556 -0.556 1.953 0.26
H -3.375 0.511 1.166 0.19
H -2.633 -1.641 4.036 0.36
H -1.911 -2.904 3.021 0.14
H -3.673 -2.668 3.036 0.28
H 2.493 -3.218 -1.527 0.17
H 1.777 -4.745 -2.080 0.38
H 2.883 -4.743 -0.696 0.29
H -0.360 -4.865 0.986 0.10
H 1.172 -5.734 0.767 0.29
H -0.052 -5.753 -0.514 0.34
H 0.615 -3.494 2.871 0.16
H 1.803 -2.531 3.761 0.35
H 2.342 -3.898 2.775 0.26
H 2.933 -0.782 0.756 0.07
H 3.827 -2.147 1.467 0.32
H 3.154 -0.888 2.515 0.31
H -2.544 -4.272 1.054 0.22
H -3.083 -4.801 -0.550 0.33
H -4.235 -4.052 0.567 0.29
H -3.417 -1.292 -1.693 0.13
H -4.774 -2.237 -1.043 0.30
H -3.680 -2.966 -2.233 0.34
N -2.157 3.130 1.680 -0.12
C -2.548 3.337 0.398 0.42
C -3.648 4.158 0.090 -1.04
C -4.035 4.291 -1.220 -0.38
C -3.337 3.600 -2.211 -0.99
C -2.262 2.833 -1.822 -0.21
N -1.872 2.694 -0.557 0.32
H -2.455 3.767 2.397 0.26
H -1.281 2.646 1.797 -0.21
H -4.161 4.681 0.880 0.46
H -4.863 4.934 -1.474 0.44
H -3.616 3.680 -3.248 0.48
H -1.651 2.301 -2.556 0.35